(1)
# C32H30BCl4N2O4RuS2

A molecular structure, C32H30BCl4N2O4RuS2 (the ωB97M-V functional and the def2-TZVPD basis, OMol25).

XYZ file:
```
76
Properties=species:S:1:pos:R:3:lowdin_charge:R:1
Ru -0.025 -0.254 0.325 0.84
C 1.343 1.270 -1.987 -0.06
N 0.772 -0.085 -1.967 -0.18
C -0.334 -0.217 -2.941 -0.15
C -1.758 -0.109 -2.381 -0.19
N -1.975 -0.970 -1.241 -0.21
C -1.977 -2.388 -1.571 -0.10
C -3.118 -0.656 -0.415 -0.29
C -4.309 -0.273 -1.008 -0.06
C -5.446 -0.005 -0.252 -0.12
C -5.379 -0.140 1.125 -0.13
C -4.186 -0.513 1.729 -0.14
C -3.028 -0.774 0.996 -0.59
S -1.546 -1.209 1.863 0.57
C 1.769 -1.116 -2.193 -0.27
C 2.563 -1.048 -3.334 -0.04
C 3.503 -2.025 -3.616 -0.12
C 3.645 -3.095 -2.742 -0.12
C 2.856 -3.173 -1.611 -0.12
C 1.901 -2.191 -1.314 -0.54
S 0.907 -2.359 0.104 0.75
H 1.724 1.536 -2.986 0.08
H 2.143 1.340 -1.251 0.10
H 0.563 1.980 -1.717 0.09
H -0.211 -1.174 -3.450 0.11
H -0.230 0.560 -3.712 0.12
H -2.434 -0.346 -3.224 0.11
H -1.959 0.912 -2.054 0.10
H -2.814 -2.640 -2.244 0.09
H -2.063 -2.961 -0.648 0.07
H -1.035 -2.672 -2.042 0.06
H -4.348 -0.164 -2.086 0.10
H -6.359 0.319 -0.737 0.08
H -6.245 0.081 1.738 0.08
H -4.121 -0.568 2.809 0.08
H 2.439 -0.208 -4.007 0.10
H 4.122 -1.950 -4.502 0.08
H 4.383 -3.864 -2.937 0.09
H 2.977 -3.995 -0.917 0.09
Cl 0.653 6.851 0.855 0.57
C 0.038 5.241 0.604 -0.74
C -1.221 5.055 0.078 -0.74
Cl -2.216 6.416 -0.351 0.57
C -1.698 3.745 -0.121 -0.61
Cl -3.274 3.467 -0.811 0.64
C -0.941 2.625 0.209 -0.40
O -1.338 1.412 0.012 -0.22
C 0.387 2.814 0.764 -0.42
O 1.070 1.770 1.050 -0.13
C 0.833 4.129 0.936 -0.62
Cl 2.435 4.346 1.581 0.63
C 7.966 1.135 2.038 -0.06
C 7.610 -0.280 2.515 -0.57
C 8.125 -1.298 1.487 -0.06
C 8.342 -0.532 3.833 -0.09
C 6.093 -0.412 2.653 -0.20
C 5.474 -0.726 3.856 -0.06
C 4.082 -0.848 3.971 0.01
C 3.324 -0.649 2.844 -0.21
O 1.988 -0.718 2.682 0.13
B 1.724 -0.444 1.302 -0.80
O 2.995 -0.193 0.673 0.10
C 3.935 -0.330 1.627 -0.19
C 5.297 -0.207 1.511 0.05
H 9.050 1.239 1.924 0.08
H 7.620 1.880 2.756 0.09
H 7.500 1.360 1.079 0.08
H 9.212 -1.227 1.388 0.07
H 7.683 -1.128 0.505 0.07
H 7.869 -2.314 1.794 0.09
H 9.420 -0.437 3.676 0.08
H 8.145 -1.535 4.216 0.08
H 8.048 0.189 4.598 0.08
H 6.070 -0.884 4.745 0.08
H 3.615 -1.092 4.917 0.11
H 5.727 0.041 0.549 0.12
```

- Spin multiplicity: 2
- Energy relative to the best compared isomer or geometry (same formula, charge and spin): 1.008 eV
- Expectation value of S²: 0.76
- Orbital gap (alpha / beta): 0.1817 / 0.1750 Eh
- DFT total energy: -119865.42557 eV
- E_LUMO (alpha / beta): 3.96 / 3.96 eV
- Total charge: -2

=====

(2)
# C32H30BF6NO2S

2 unconnected molecules or ions with the total composition C32H30BF6NO2S (the ωB97M-V functional and the def2-TZVPD basis, OMol25).

XYZ file:
```
73
Properties=species:S:1:pos:R:3:lowdin_charge:R:1
C -5.248 5.441 -1.857 -0.14
C -4.460 4.190 -2.006 -0.60
C -4.096 3.509 -3.147 -0.15
C -3.240 2.370 -2.907 -0.12
C -2.973 2.226 -1.561 -0.39
B -2.034 1.151 -0.868 -1.00
C -0.501 1.817 -0.998 -0.03
C 0.013 2.562 0.053 0.05
C 1.354 2.943 0.039 -0.11
C 1.902 3.729 1.197 -0.51
F 2.800 4.674 0.785 0.11
F 0.914 4.368 1.896 0.12
F 2.559 2.900 2.080 0.10
C 2.186 2.608 -1.026 0.04
C 1.651 1.837 -2.052 -0.12
C 2.481 1.412 -3.221 -0.51
F 2.378 0.045 -3.418 0.08
F 2.065 2.007 -4.381 0.13
F 3.806 1.695 -3.058 0.10
C 0.303 1.458 -2.060 0.04
O -2.402 1.102 0.505 -0.02
C -2.449 -0.162 1.141 -0.13
C -2.960 -1.333 0.262 -0.51
C -2.563 -2.598 0.985 -0.07
C -4.455 -1.320 0.044 -0.02
C -2.192 -1.272 -1.087 -0.13
O -2.159 0.006 -1.689 0.02
S -3.829 3.364 -0.589 1.08
H -5.611 5.790 -2.827 0.07
H -6.107 5.266 -1.186 0.07
H -4.611 6.227 -1.413 0.07
H -4.412 3.858 -4.129 0.10
H -2.842 1.741 -3.716 0.11
H -0.631 2.877 0.875 0.13
H 3.233 2.896 -1.032 0.13
H -0.101 0.914 -2.918 0.14
H -1.413 -0.392 1.487 0.13
H -3.073 -0.062 2.051 0.14
H -2.702 -3.522 0.407 0.10
H -1.491 -2.425 1.100 0.02
H -3.003 -2.707 1.987 0.10
H -4.735 -2.174 -0.595 0.09
H -4.963 -1.421 1.017 0.09
H -4.745 -0.372 -0.443 0.11
H -1.137 -1.599 -0.931 0.09
H -2.624 -1.969 -1.832 0.14
C 0.503 -3.417 -0.828 -0.03
C 0.570 -2.845 0.524 0.01
N 1.706 -2.470 1.107 0.08
C 1.979 -2.679 2.490 -0.12
C 1.297 -3.464 3.414 0.01
C 1.893 -3.654 4.678 -0.05
C 3.130 -3.043 5.000 -0.05
C 3.838 -2.321 4.020 0.01
C 3.244 -2.125 2.765 -0.09
C 3.766 -1.602 1.533 -0.10
C 2.839 -1.883 0.500 -0.11
C 3.034 -1.478 -0.814 0.03
C 4.230 -0.805 -1.095 -0.04
C 5.163 -0.524 -0.074 -0.03
C 4.974 -0.978 1.241 0.02
H -0.336 -4.137 -0.855 0.11
H 0.316 -2.587 -1.517 0.09
H 1.372 -4.018 -1.141 0.12
H -0.103 -3.254 1.308 0.11
H 0.328 -3.893 3.149 0.12
H 1.423 -4.293 5.431 0.11
H 3.560 -3.168 5.997 0.11
H 4.860 -1.980 4.197 0.12
H 2.266 -1.663 -1.561 0.10
H 4.458 -0.501 -2.117 0.10
H 6.067 0.033 -0.330 0.12
H 5.741 -0.903 2.012 0.12
```

- Spin multiplicity: 1
- Energy relative to the best compared isomer or geometry (same formula, charge and spin): 0.000 eV
- Orbital gap: 0.1287 Eh
- DFT total energy: -67072.48353 eV
- E_LUMO: -2.96 eV

=====

(3)
# C32H30BaN6O2PS2Se2Te2

A molecular structure, C32H30BaN6O2PS2Se2Te2 (the ωB97M-V functional and the def2-TZVPD basis, OMol25).

XYZ file:
```
78
Properties=species:S:1:pos:R:3:lowdin_charge:R:1
Ba 0.379 0.217 0.475 1.46
C 6.327 0.878 -0.070 -0.05
N 5.342 1.935 -0.081 -0.13
C 5.484 3.168 -0.686 -0.05
C 4.313 3.808 -0.551 -0.05
N 3.457 2.972 0.148 0.00
C 4.089 1.789 0.417 -0.78
S 3.560 0.390 1.189 0.53
C 2.065 3.257 0.271 -0.35
C 1.414 3.848 -0.806 -0.07
C 0.069 4.118 -0.672 -0.11
C -0.567 3.806 0.528 -0.09
C 0.181 3.240 1.541 -0.19
N 1.484 2.939 1.413 0.07
H 7.234 1.251 -0.542 0.09
H 5.947 0.018 -0.620 0.09
H 6.536 0.569 0.952 0.08
H 6.405 3.476 -1.146 0.12
H 4.007 4.788 -0.866 0.12
H 1.918 3.989 -1.751 0.09
H -0.513 4.497 -1.502 0.05
H -1.632 3.962 0.630 0.09
H -0.271 2.947 2.482 0.11
Se 2.285 0.795 -2.299 -0.30
Te 0.502 1.768 -3.803 0.08
Te -1.769 1.215 -2.389 -0.04
Se -3.035 3.331 -2.130 -0.38
O 0.230 -0.370 3.235 -0.12
C -0.934 -0.684 2.904 -0.78
O -1.691 0.020 2.181 -0.23
C -1.445 -2.066 3.234 -0.16
C -1.055 -2.675 4.418 -0.03
C -1.507 -3.947 4.739 -0.09
C -2.329 -4.621 3.849 -0.09
C -2.690 -4.029 2.645 -0.08
C -2.264 -2.741 2.318 -0.29
P -2.606 -1.971 0.671 1.10
C -3.248 -3.441 -0.236 -0.37
C -2.297 -4.217 -0.899 -0.10
C -2.671 -5.346 -1.613 -0.09
C -4.010 -5.703 -1.691 -0.10
C -4.969 -4.926 -1.055 -0.09
C -4.590 -3.803 -0.331 -0.08
C -4.150 -1.036 0.935 -0.38
C -4.918 -1.116 2.092 -0.09
C -6.069 -0.352 2.221 -0.09
C -6.458 0.505 1.201 -0.10
C -5.694 0.596 0.046 -0.07
C -4.549 -0.176 -0.084 -0.11
H -0.389 -2.133 5.077 0.12
H -1.214 -4.412 5.673 0.10
H -2.687 -5.617 4.085 0.10
H -3.313 -4.582 1.954 0.10
H -1.254 -3.919 -0.861 0.08
H -1.919 -5.935 -2.123 0.10
H -4.308 -6.577 -2.257 0.09
H -6.016 -5.194 -1.126 0.10
H -5.340 -3.196 0.161 0.10
H -4.607 -1.764 2.903 0.10
H -6.657 -0.417 3.129 0.09
H -7.347 1.113 1.312 0.09
H -5.956 1.286 -0.746 0.10
H -3.954 -0.091 -0.985 0.03
C 2.151 -4.524 3.121 -0.09
C 1.009 -4.712 2.125 -0.23
C 1.229 -3.950 0.860 -0.61
N 0.741 -2.782 0.653 -0.04
N 1.096 -2.231 -0.549 -0.16
C 1.892 -2.983 -1.251 -0.71
N 2.341 -2.628 -2.474 0.09
S 2.233 -4.498 -0.463 1.08
H 1.947 -5.072 4.041 0.07
H 2.259 -3.467 3.367 0.08
H 3.100 -4.880 2.713 0.07
H 0.079 -4.332 2.549 0.08
H 0.859 -5.771 1.900 0.11
H 2.257 -1.616 -2.663 -0.05
H 3.182 -3.067 -2.805 0.09
```

- Spin multiplicity: 1
- Energy relative to the best compared isomer or geometry (same formula, charge and spin): 0.294 eV
- Orbital gap: 0.1949 Eh
- DFT total energy: -223646.77072 eV
- E_LUMO: 1.93 eV
- Total charge: -1

=====

(4)
# C32H30BrN4O2W

A molecular structure, C32H30BrN4O2W (the ωB97M-V functional and the def2-TZVPD basis, OMol25).

XYZ file:
```
70
Properties=species:S:1:pos:R:3:lowdin_charge:R:1
W 0.847 -0.086 0.463 1.81
C 2.458 -1.059 -3.002 -0.03
C 2.563 -2.163 -1.939 -0.33
C 1.579 -3.300 -2.215 -0.04
C 2.457 -1.623 -0.522 -0.23
C 3.109 -0.415 -0.147 -0.07
C 3.220 -0.047 1.207 -0.03
C 2.449 -0.653 2.202 -0.32
C 2.520 -0.229 3.635 0.01
C 1.709 -1.807 1.813 -0.11
C 1.854 -2.344 0.521 -0.05
H 2.408 -1.514 -3.991 0.10
H 3.321 -0.391 -3.008 0.09
H 1.553 -0.464 -2.867 0.06
H 3.576 -2.576 -1.990 0.17
H 0.546 -3.000 -2.016 0.07
H 1.804 -4.200 -1.638 0.10
H 1.642 -3.581 -3.266 0.10
H 3.707 0.110 -0.877 0.15
H 3.866 0.778 1.471 0.16
H 3.343 -0.767 4.112 0.12
H 1.607 -0.474 4.176 0.10
H 2.716 0.837 3.732 0.10
H 1.267 -2.407 2.594 0.15
H 1.477 -3.333 0.316 0.14
Br 2.358 6.688 -2.563 0.90
C 2.072 5.135 -1.571 -0.67
C 2.706 4.976 -0.327 -0.03
C 2.511 3.841 0.439 0.04
C 1.690 2.839 -0.040 -0.29
O 1.457 1.749 0.701 -0.28
C 1.046 2.982 -1.271 -0.12
C 0.143 2.007 -1.725 0.01
N -0.124 0.823 -1.216 -0.02
C -1.162 0.053 -1.865 -0.18
C -1.818 0.385 -3.019 0.04
C -2.852 -0.429 -3.524 0.00
C -3.225 -1.561 -2.865 0.03
C -2.541 -1.944 -1.690 -0.12
C -2.859 -3.114 -0.979 0.08
C -2.132 -3.441 0.136 0.01
C -1.101 -2.606 0.532 -0.13
N -0.759 -1.484 -0.106 -0.04
C -1.494 -1.136 -1.211 -0.16
C 1.242 4.155 -2.037 -0.03
H 3.353 5.763 0.039 0.13
H 2.988 3.735 1.406 0.14
H -0.413 2.296 -2.608 0.13
H -1.580 1.276 -3.584 0.12
H -3.349 -0.137 -4.440 0.14
H -4.038 -2.178 -3.230 0.14
H -3.680 -3.740 -1.312 0.15
H -2.348 -4.326 0.719 0.14
H -0.550 -2.857 1.423 0.11
H 0.742 4.269 -2.993 0.13
N -4.946 -0.578 3.810 0.22
C -4.033 -0.725 2.840 -0.48
O -3.971 -1.672 2.069 0.07
C -2.993 0.359 2.674 -0.08
C -3.212 1.722 2.772 0.06
C -2.191 2.585 2.387 0.01
C -1.030 2.073 1.864 -0.07
N -0.812 0.738 1.741 -0.03
C -1.777 -0.078 2.195 -0.05
H -5.668 -1.277 3.903 0.14
H -4.928 0.172 4.478 0.12
H -4.158 2.115 3.129 0.14
H -2.302 3.658 2.467 0.14
H -0.260 2.733 1.521 0.11
H -1.601 -1.137 2.168 0.10
```

- Spin multiplicity: 1
- Energy relative to the best compared isomer or geometry (same formula, charge and spin): 1.572 eV
- Orbital gap (alpha / beta): 0.1819 / 0.1823 Eh
- DFT total energy: -115570.58065 eV
- E_LUMO (alpha / beta): -11.46 / -11.46 eV
- Total charge: +3

=====

(5)
# C32H30ClFFeIN5O7P

A molecular structure, C32H30ClFFeIN5O7P (the ωB97M-V functional and the def2-TZVPD basis, OMol25).

XYZ file:
```
79
Properties=species:S:1:pos:R:3:lowdin_charge:R:1
Fe 1.039 1.241 -0.040 0.45
N 2.098 1.018 1.673 -0.02
C 3.564 1.112 1.613 -0.21
C 4.003 2.426 0.976 -0.17
C 3.825 2.453 -0.537 -0.21
N 2.408 2.465 -0.939 -0.01
H 1.742 1.721 2.311 0.10
H 1.806 0.107 2.025 0.04
H 3.933 0.280 1.005 0.10
H 4.000 1.012 2.613 0.11
H 5.066 2.570 1.194 0.11
H 3.473 3.263 1.449 0.11
H 4.265 1.545 -0.961 0.09
H 4.358 3.312 -0.959 0.11
H 2.312 2.020 -1.852 0.10
H 2.053 3.410 -1.037 0.09
Cl -4.724 2.960 3.227 0.64
C -3.392 2.089 2.505 -0.62
C -3.399 0.716 2.505 -0.18
C -2.354 -0.018 1.938 -0.62
I -2.389 -2.097 1.955 1.01
C -1.257 0.607 1.330 -0.40
O -0.274 0.008 0.788 -0.17
C -1.268 2.052 1.363 -0.11
N -0.171 2.634 0.801 0.06
C -0.087 3.943 0.789 -0.10
C -1.089 4.773 1.323 -0.05
C -2.197 4.211 1.891 -0.02
C -2.318 2.802 1.935 -0.18
H -4.232 0.192 2.953 0.09
H 0.793 4.378 0.334 0.10
H -0.971 5.847 1.269 0.10
H -2.985 4.825 2.305 0.09
O 4.265 -0.585 -1.491 -0.02
C 3.194 -0.874 -0.938 -0.72
O 2.116 -0.216 -0.963 -0.11
C 3.153 -2.161 -0.119 -0.26
P 1.694 -2.235 1.010 1.11
C 0.396 -2.877 -0.120 -0.38
C -0.158 -1.987 -1.041 -0.11
C -1.153 -2.404 -1.910 -0.08
C -1.618 -3.711 -1.869 -0.10
C -1.074 -4.606 -0.957 -0.12
C -0.069 -4.193 -0.092 -0.13
C 2.087 -3.745 1.997 -0.38
C 1.304 -3.954 3.136 -0.12
C 1.497 -5.057 3.954 -0.10
C 2.498 -5.972 3.659 -0.11
C 3.291 -5.776 2.538 -0.10
C 3.085 -4.677 1.713 -0.09
H 4.061 -2.184 0.488 0.08
H 3.201 -3.002 -0.815 0.10
H 0.176 -0.957 -1.085 0.06
H -1.560 -1.680 -2.605 0.08
H -2.404 -4.032 -2.542 0.09
H -1.428 -5.629 -0.918 0.09
H 0.343 -4.907 0.610 0.09
H 0.530 -3.233 3.377 0.07
H 0.871 -5.198 4.827 0.10
H 2.658 -6.831 4.298 0.09
H 4.073 -6.487 2.298 0.10
H 3.703 -4.559 0.836 0.09
F -5.987 0.129 -3.477 0.08
C -5.156 1.184 -3.442 -0.18
C -3.829 1.019 -3.471 0.06
N -2.955 2.084 -3.445 0.02
C -1.505 1.852 -3.512 -0.01
C -0.982 0.999 -2.336 -0.55
O -1.522 -0.093 -2.138 -0.05
O -0.023 1.526 -1.714 -0.04
C -3.411 3.380 -3.378 -0.47
O -2.693 4.362 -3.362 0.07
N -4.790 3.499 -3.330 0.21
C -5.758 2.500 -3.367 -0.41
O -6.942 2.763 -3.342 0.08
H -3.362 0.045 -3.474 0.14
H -1.036 2.829 -3.513 0.11
H -1.277 1.336 -4.447 0.14
H -5.131 4.446 -3.272 0.16
```

- Spin multiplicity: 1
- Energy relative to the best compared isomer or geometry (same formula, charge and spin): 0.975 eV
- Orbital gap: 0.2548 Eh
- DFT total energy: -122476.77368 eV
- E_LUMO: 2.18 eV
- Total charge: -1

=====

(6)
# C32H30ClIMgN6O5S

A molecular structure, C32H30ClIMgN6O5S (the ωB97M-V functional and the def2-TZVPD basis, OMol25).

XYZ file:
```
77
Properties=species:S:1:pos:R:3:lowdin_charge:R:1
Mg 0.210 0.287 -0.965 0.58
C -3.383 -1.243 -2.984 -0.08
O -3.173 -2.624 -2.722 -0.11
C -1.937 -3.142 -2.393 -0.23
C -1.888 -4.519 -2.402 -0.05
C -0.722 -5.213 -2.072 -0.13
C 0.401 -4.485 -1.749 -0.09
C 0.383 -3.085 -1.714 -0.13
C 1.665 -2.421 -1.490 -0.08
N 1.776 -1.163 -1.349 -0.04
N 3.047 -0.601 -1.329 0.08
C 2.911 0.644 -1.736 -0.51
O 1.833 1.204 -2.113 -0.10
C 4.162 1.479 -1.724 -0.14
C 5.365 0.997 -1.214 -0.04
C 6.484 1.814 -1.172 -0.11
C 6.416 3.121 -1.643 -0.12
C 5.220 3.605 -2.155 -0.10
C 4.098 2.787 -2.193 -0.04
C -0.807 -2.350 -2.007 -0.30
O -0.909 -1.067 -1.940 -0.13
H -4.427 -1.181 -3.299 0.08
H -3.222 -0.624 -2.103 0.06
H -2.732 -0.870 -3.774 0.09
H -2.796 -5.047 -2.671 0.10
H -0.704 -6.296 -2.080 0.08
H 1.332 -4.989 -1.509 0.09
H 2.566 -3.041 -1.527 0.12
H 5.394 -0.018 -0.843 0.10
H 7.414 1.435 -0.765 0.09
H 7.291 3.760 -1.603 0.08
H 5.157 4.623 -2.520 0.09
H 3.148 3.139 -2.575 0.11
Cl 3.960 0.327 5.008 0.60
C 2.756 -0.021 3.777 -0.62
C 2.063 -1.195 3.824 -0.20
C 1.096 -1.510 2.857 -0.64
I 0.094 -3.328 2.962 0.87
C 0.785 -0.655 1.792 -0.45
O -0.059 -0.878 0.881 -0.15
C 1.541 0.597 1.780 -0.12
N 1.238 1.420 0.756 0.11
C 1.863 2.565 0.640 -0.11
C 2.857 2.975 1.546 -0.04
C 3.184 2.153 2.589 -0.03
C 2.515 0.920 2.742 -0.17
H 2.263 -1.900 4.621 0.08
H 1.588 3.180 -0.209 0.11
H 3.360 3.920 1.391 0.10
H 3.955 2.429 3.296 0.08
C -3.144 -2.741 0.721 -0.11
C -4.234 -1.695 0.922 -0.29
C -3.761 -0.548 1.811 -0.34
S -2.668 0.595 0.925 0.91
O -2.116 1.494 1.988 -0.52
C -3.961 1.554 0.023 -0.33
C -4.259 2.909 0.664 -0.29
C -5.633 2.968 1.322 -0.12
H -3.434 -3.485 -0.021 0.07
H -2.927 -3.252 1.663 0.04
H -2.209 -2.285 0.389 0.06
H -5.120 -2.151 1.376 0.10
H -4.560 -1.309 -0.049 0.09
H -3.134 -0.922 2.623 0.09
H -4.573 0.042 2.242 0.08
H -4.851 0.923 -0.030 0.08
H -3.560 1.664 -0.983 0.06
H -4.171 3.694 -0.089 0.08
H -3.487 3.109 1.411 0.09
H -6.434 2.812 0.595 0.07
H -5.803 3.936 1.800 0.06
H -5.732 2.199 2.094 0.06
N -2.860 5.935 -1.233 0.05
C -2.092 5.154 -1.621 -0.46
N -1.191 4.351 -2.144 0.05
C -1.112 3.122 -1.747 -0.34
N -1.014 1.994 -1.473 0.14
```

- Spin multiplicity: 1
- Orbital gap: 0.2191 Eh
- DFT total energy: -89758.09868 eV
- E_LUMO: 3.87 eV
- Total charge: -2

=====

| no. | strongest force on any atom (eV/Å) |
| --- | --- |
| 1 | 1.23 |
| 2 | 4.70 |
| 3 | 0.32 |
| 4 | 1.92 |
| 5 | 2.90 |
| 6 | 0.29 |